Computed, not measured: C34H40F3N8O5PRuS3 as an isolated structure at a distorted geometry, with ωB97M-V/def2-TZVPD.

Output
ΔE to the lowest compared entry with this formula, charge and spin = 7.53 kcal per mole
net charge = +1
M = 925.98 g mol⁻¹
2S+1 = 2
Kohn-Sham gap (spin up / spin down) = 7.693 / 7.020 eV

Cartesian coordinates (Å):
Ru 0.07840 -0.06449 -0.42682
N 5.65369 -3.39028 3.37784
C 5.10701 -2.48328 2.49519
C 5.15159 -1.11100 2.76739
C 4.60377 -0.20599 1.88376
C 3.96142 -0.65409 0.73406
C 3.91902 -2.01685 0.44909
C 4.47989 -2.92188 1.32401
S 3.61163 0.49488 -0.53557
O 3.82827 -0.19450 -1.77566
O 4.30118 1.70688 -0.21993
N 1.94155 0.89782 -0.49983
C 1.60179 1.61268 -1.62218
N 2.42556 2.30906 -2.39643
C 1.88624 2.87701 -3.45881
C 0.53618 2.76207 -3.80591
C -0.24329 1.99067 -2.98317
N 0.28027 1.43255 -1.89171
H 6.34151 -3.04011 4.02348
H 5.86881 -4.30361 3.01507
H 5.66177 -0.75715 3.65627
H 4.70724 0.85695 2.05602
H 3.50378 -2.35960 -0.48946
H 4.46341 -3.97989 1.09103
H 2.56245 3.44303 -4.09160
H 0.13701 3.23777 -4.68842
H -1.29134 1.79984 -3.17251
C -1.57272 -2.12580 3.89127
C -1.74357 -1.35297 2.57392
C -2.25847 -2.33579 1.51437
C -2.81555 -0.27775 2.81015
P -0.07863 -0.65219 1.95761
C 1.01786 -2.03204 2.43961
C 1.69625 -2.11103 3.65547
C 2.28336 -3.29960 4.06497
C 2.19300 -4.43414 3.27383
C 1.54699 -4.36369 2.04903
C 0.97915 -3.17027 1.63185
C 0.33759 0.89962 2.94819
C 1.83158 1.21300 2.81319
C -0.00464 0.86419 4.44134
C -0.40953 2.07657 2.29629
H -2.56268 -2.46665 4.20782
H -1.16901 -1.50145 4.68679
H -0.93683 -3.00284 3.78423
H -3.23749 -2.70504 1.82963
H -1.60485 -3.20252 1.41621
H -2.37664 -1.86542 0.53981
H -3.79246 -0.76750 2.82120
H -2.84739 0.48403 2.04317
H -2.69881 0.21193 3.77221
H 1.75463 -1.25899 4.31397
H 2.80786 -3.33684 5.00981
H 2.63337 -5.36601 3.60628
H 1.48476 -5.23761 1.41236
H 0.48097 -3.13603 0.67162
H 2.46432 0.46770 3.28282
H 2.02202 2.17353 3.30152
H 2.12045 1.31413 1.77123
H 0.51767 0.07925 4.98472
H -1.06622 0.76230 4.63772
H 0.31230 1.81849 4.87062
H -0.13554 2.19009 1.24327
H -0.10471 2.99634 2.80098
H -1.49206 2.00045 2.37916
F -3.92146 2.66105 -0.31883
C -3.43183 1.46597 -0.55869
F -2.13731 1.50944 -0.15187
F -4.06833 0.56912 0.20535
N -1.49135 4.48828 -7.17595
C -2.23137 3.85856 -6.22067
C -2.82667 2.61349 -6.47865
C -3.54786 1.96556 -5.49933
C -3.66885 2.54513 -4.23936
C -3.09608 3.78931 -3.96749
C -2.38440 4.43807 -4.94596
S -4.66469 1.81270 -3.02896
O -5.34506 2.80878 -2.28489
O -5.36518 0.70230 -3.58682
N -3.48686 1.09037 -1.93547
C -2.97148 -0.20532 -2.21570
S -3.58330 -1.18907 -3.49802
C -2.50208 -2.43098 -3.05710
C -1.79839 -2.06624 -1.97376
N -2.02031 -0.78042 -1.51284
H -1.51296 4.15267 -8.12226
H -1.23356 5.45083 -7.05111
H -2.73296 2.16727 -7.46133
H -4.02985 1.02006 -5.71036
H -3.23362 4.25446 -2.99826
H -1.94550 5.40750 -4.74204
H -2.48248 -3.37297 -3.58076
H -1.12925 -2.71430 -1.43791
O 1.35564 -1.98191 -1.97013
N 0.83229 -1.51762 -1.04429